Molecular formula: C8H27FeO9
Method: DFT, the ωB97M-V functional and the def2-TZVPD basis

```
45
Properties=species:S:1:pos:R:3:forces:R:3:mulliken_charge:R:1
Fe 19.62408 12.86706 -10.21601 -2.2430 1.1872 -0.4553 0.69
O 18.51834 14.41853 -10.54616 0.8136 -1.0332 -0.1176 -0.01
H 17.93968 15.11956 -10.24790 -0.1147 0.0743 0.4474 -0.03
C 16.59417 15.15924 -13.75038 0.6179 -0.2072 -1.3469 -0.40
C 17.95113 15.88035 -13.85574 -0.6250 -0.1392 1.3306 -0.47
O 19.00689 14.98171 -13.53291 0.4122 -0.3562 -0.4935 -0.45
O 16.34664 14.54107 -12.50700 -0.0773 0.3103 0.1947 -0.49
H 16.61743 14.36176 -14.50390 0.0051 0.0247 -0.0995 0.27
H 15.78146 15.81772 -14.06540 -0.0598 0.1504 0.4406 0.41
H 18.00503 16.71694 -13.15038 -0.2058 0.1230 -0.0126 0.23
H 18.09989 16.29952 -14.84679 0.0937 -0.2948 -0.1467 0.38
H 19.01981 14.77146 -12.58752 -0.1902 0.3458 -0.1023 0.16
H 17.15643 14.59237 -11.99042 0.0740 -0.2660 0.1799 0.17
C 20.37104 11.86873 -12.92427 0.5850 -0.9368 -0.6744 -0.56
C 18.91368 11.48055 -12.85417 -0.7053 0.7784 -0.5187 -0.25
O 18.45042 11.64266 -11.51127 0.6554 -0.2876 0.7719 -0.40
O 20.63526 13.05936 -12.16744 -0.5727 -0.3754 0.9516 -0.31
H 20.63870 11.98514 -13.97482 -0.0956 0.3511 0.0072 0.41
H 21.00633 11.05183 -12.56726 -0.0479 0.0682 0.2831 0.38
H 18.73416 10.45430 -13.17706 0.3967 0.0218 -0.0698 0.44
H 18.30122 12.14702 -13.47002 0.2091 0.0012 -0.0640 0.20
H 17.65216 11.12687 -11.35769 -0.0148 0.1286 0.1140 0.28
H 21.47844 13.47183 -12.38771 -0.0233 -0.0625 -0.1481 0.22
C 17.56953 11.75938 -7.60880 -0.9800 -0.5597 -0.0475 -0.37
C 16.30934 12.27803 -8.30816 0.7477 -0.7066 0.1342 -0.38
O 16.24102 13.65596 -8.19189 -0.3532 0.6065 0.4150 -0.51
O 18.77874 11.83324 -8.42954 0.7929 0.5719 -0.3675 -0.45
H 17.48801 10.69940 -7.36215 -0.2538 0.0539 0.0658 0.39
H 17.62033 12.34816 -6.69263 0.6474 0.0471 -0.0782 0.32
H 15.45332 11.87681 -7.76304 0.0575 -0.2110 -0.0347 0.37
H 16.25205 11.92972 -9.34433 -0.0496 -0.0056 -0.0349 0.16
H 16.57044 14.07339 -8.97561 0.2696 0.3027 -0.6419 0.26
H 19.48534 11.42692 -7.91221 -0.1374 0.0185 0.1151 0.28
C 21.33899 16.51733 -10.71108 -0.4306 0.0384 -0.0524 -0.56
O 20.14221 16.56131 -9.95731 -0.1326 -0.0199 0.2908 -0.54
H 21.21479 16.00276 -11.67169 -0.0955 0.0377 -0.0552 0.16
H 21.57953 17.55804 -10.91911 0.3548 -0.1099 -0.0619 0.29
H 22.15459 16.03650 -10.16279 0.0709 0.1109 0.0729 0.24
H 19.58774 15.77612 -10.09025 0.6064 0.1601 -0.2278 0.37
C 15.50378 16.74403 -10.56210 -0.3580 -0.3300 -0.0743 -0.12
O 14.98132 17.82007 -9.82136 0.2427 0.0963 0.2308 -0.55
H 14.91004 16.53239 -11.45415 0.0689 -0.0027 -0.0417 0.26
H 16.55371 16.83367 -10.86749 0.0457 0.3871 0.0702 0.10
H 15.42318 15.86865 -9.91467 -0.0577 -0.0207 -0.0135 0.03
H 15.04252 18.64444 -10.31053 0.0566 -0.0708 -0.1349 0.32
```
Forces are in eV/Å.

Summary:
<S²> ... 6.01
Charge ... +1
Orbital gap (alpha / beta) ... 7.867 / 7.484 eV
DFT total energy ... -61539.80476 eV
F_max ... 2.6 eV Å⁻¹
Multiplicity ... 5

Molecular formula: C8H28B2O30
Method: DFT, the ωB97M-V functional and the def2-TZVPD basis

```
68
Properties=species:S:1:pos:R:3:forces:R:3:mulliken_charge:R:1
O 2.31289 1.16277 2.50439 -1.3258 0.5931 1.3559 -0.72
C 1.09826 0.94601 2.45408 7.6412 0.0073 -0.3153 0.70
O 0.74084 -0.11944 1.89591 -4.0079 -2.4797 -1.1337 -0.35
B -0.70863 0.10197 1.62642 -0.1329 0.1307 -1.0657 1.22
O -1.01658 1.53823 2.00510 -2.4215 -3.7819 -0.4991 -0.71
C 0.07136 1.92530 2.49725 1.4092 7.1617 -0.7265 0.09
O 0.36497 3.12110 2.47509 -0.4364 -1.3055 1.8362 -0.78
O -1.52246 -0.85034 2.31339 1.0728 0.6624 2.9401 -0.80
C -2.08558 -1.59114 1.45920 -3.9574 -3.0219 3.7028 -0.09
O -2.76518 -2.55473 1.70508 -0.0526 -1.0497 0.6615 -0.88
C -1.98001 -1.06977 0.19118 1.7554 -1.6783 -5.5290 0.35
O -1.10530 -0.16125 0.22532 1.8290 3.2984 -0.3077 1.81
O -2.26783 -1.69550 -0.81437 -1.0146 1.4908 0.3752 0.44
O 2.15432 -0.37358 -0.69528 2.2948 0.3472 1.1948 -0.98
C 3.24644 -0.47279 -0.09271 -5.2456 1.9459 -4.2321 0.36
O 4.31790 0.07533 -0.48246 1.1959 1.4983 -1.1478 -0.62
B 5.40183 -0.25501 0.44747 -1.3495 0.3821 0.1875 1.32
O 4.70498 -1.21211 1.31684 4.7194 0.2630 2.3699 -0.57
C 3.53311 -1.40661 0.91979 -1.7263 -4.4928 -0.3313 0.83
O 2.96477 -2.47394 0.92716 -0.7952 0.1016 1.2832 -0.64
O 5.78029 0.96201 1.18763 -2.7655 -1.3299 0.4207 -0.50
C 6.96815 1.23391 0.85322 1.9396 3.9178 3.1568 0.61
O 7.58839 2.15386 1.34776 0.2732 -0.2219 -0.7653 -0.69
C 7.46022 0.23525 -0.04152 2.5174 0.0968 -1.7267 0.63
O 6.59732 -0.62767 -0.31019 -4.5674 -3.2039 0.6037 -0.54
O 8.50413 0.19592 -0.57222 3.8866 0.7550 -0.9777 -0.62
O 1.20150 2.15977 -0.41682 -4.0540 0.3904 -0.5674 -0.49
H 1.40002 1.32802 -0.78214 -0.0425 -2.0320 -0.9535 0.14
H 2.01707 2.39183 -0.12301 3.8883 1.8893 1.5637 0.33
O -3.45844 0.76964 -2.04361 -0.0647 -0.4716 0.5783 -0.86
H -3.55235 0.66756 -1.07940 -0.2422 0.2638 -0.2976 0.40
H -2.74450 0.14367 -2.23786 -0.2385 -0.1421 -0.6398 0.44
O -2.80953 -5.48070 0.60086 -0.7191 -0.2135 0.9978 -0.72
H -3.35536 -4.83609 1.06207 -0.3044 -0.3021 0.4253 0.32
H -2.29652 -4.85164 0.11218 0.8988 0.1790 -1.3414 0.37
O 3.73228 3.04178 0.55653 -0.9581 -1.7026 0.4027 -0.70
H 4.40694 3.66164 0.75499 1.0452 0.7145 0.4025 0.31
H 3.81569 2.30706 1.21974 -0.0388 1.1257 -0.6651 0.21
O -0.44805 0.14471 -2.53618 -3.4484 0.7895 0.3444 -0.64
H 0.42628 0.06064 -2.75252 3.4547 -0.5575 -0.7883 0.32
H -0.68666 -0.60516 -1.98314 0.2899 -0.3750 0.0023 0.07
O -5.38298 -2.20326 0.99336 -1.3955 0.1657 -0.7522 -0.64
H -5.66118 -1.41391 1.46061 0.0872 0.1250 -0.0040 0.29
H -4.62514 -2.53039 1.44858 1.2116 -0.2768 0.5930 0.34
O -1.48747 2.57063 -1.57825 -0.3404 0.4650 0.1421 -0.91
H -2.13429 1.84929 -1.62227 -0.0736 0.3257 -0.3474 0.57
H -0.66767 2.16245 -1.84148 0.4780 -0.2296 0.0253 0.25
O 0.45458 -2.23319 -1.35729 -0.4832 -0.4925 0.5935 -0.53
H 0.90882 -1.41938 -1.05002 0.1848 -0.8254 0.3179 0.25
H 0.28509 -2.78805 -0.56212 0.4409 0.6430 -0.9214 0.36
O -3.54519 1.36311 0.69450 -0.1949 0.1362 1.1446 -0.59
H -4.10244 2.13408 0.84181 -0.2955 0.1197 -0.5692 0.30
H -2.89540 1.54887 1.39335 0.3262 -0.1705 -0.4769 0.21
O -1.68927 4.02324 0.60940 -1.0226 0.8331 0.3475 -0.75
H -1.50693 3.32311 -0.02560 0.1917 -0.2832 -0.8442 0.44
H -1.22554 3.78141 1.39894 0.5679 0.0089 0.5259 0.36
O -2.70777 -1.74393 -3.66942 -0.1625 0.2953 -0.7298 -0.74
H -3.16685 -2.03545 -2.86840 0.4650 -0.2323 -0.0757 0.19
H -1.77330 -1.98456 -3.64464 -0.3352 -0.0866 0.5149 0.37
O 1.60420 5.37307 1.46529 -0.7007 2.5482 0.9177 -0.67
H 2.21232 4.98247 0.88980 1.1878 -1.3521 -1.2033 0.28
H 1.13623 4.69834 1.92935 -0.2947 -0.9892 0.2060 0.53
O -4.72756 -2.71703 -1.92239 0.1202 -0.5514 -0.9203 -0.71
H -4.81336 -2.69079 -0.96989 -0.3286 0.5297 0.4524 0.25
H -5.23114 -2.00575 -2.32739 -0.0726 0.1408 0.4348 0.30
O -2.10606 -4.10574 -1.72050 -0.1222 0.0852 -0.0069 -0.74
H -2.81041 -4.41055 -2.32283 0.3379 0.5827 0.6864 0.35
H -2.34824 -3.21856 -1.33777 0.0209 -1.1570 -0.8451 0.28
```
Forces are in eV/Å.

Summary:
Charge ... -2
Orbital gap ... 9.112 eV
ΔE to the lowest compared entry with this formula, charge and spin ... 444.99 kJ/mol
DFT total energy ... -71541.12780 eV
F_max ... 7.6 eV Å⁻¹

Molecular formula: C8H28N2O5
Method: DFT, the ωB97M-V functional and the def2-TZVPD basis

```
43
Properties=species:S:1:pos:R:3:forces:R:3:mulliken_charge:R:1
C 4.04970 2.00405 -4.45046 2.6850 -0.4594 -0.8658 -0.76
O 2.88702 2.39179 -3.88512 -1.5188 0.7401 0.7738 -0.34
C 2.52291 1.74832 -2.69420 -0.7961 -1.5555 0.2622 -0.59
C 1.59406 0.45472 -2.91222 1.3976 0.8207 -0.2274 0.44
C 0.27209 0.84986 -3.45510 -0.0384 0.2161 -0.6254 -1.61
N 1.44469 -0.21957 -1.65545 0.2638 -0.5216 1.2738 -0.61
H 4.41283 2.72505 -5.17598 -0.5230 0.3786 -0.2869 0.29
H 4.01674 1.05753 -4.97583 -0.2732 -0.5394 -0.1192 0.30
H 4.92618 1.94988 -3.77940 -0.4588 -0.1323 0.4718 0.31
H 3.41182 1.33693 -2.17284 -0.1488 0.6383 0.0017 0.36
H 1.97272 2.50182 -2.07837 0.4357 -0.7534 -0.2753 0.23
H 2.06641 -0.24196 -3.61975 0.3028 0.4093 -0.2281 0.37
H -0.43730 0.01865 -3.44760 -0.0841 0.1893 0.0925 0.40
H 0.49916 1.09727 -4.48814 -0.5649 0.3785 -0.2330 0.42
H -0.08904 1.72644 -2.91556 -0.3930 -0.1386 -0.1204 0.34
H 2.34706 -0.56796 -1.32287 -0.2776 0.2172 0.0186 0.24
H 0.88004 -1.05631 -1.77797 -0.0889 0.1052 0.0250 0.24
C -1.81282 -0.95893 5.13048 0.7833 -1.2497 -1.6547 -0.71
O -1.51484 -1.84417 4.00929 -0.8700 0.7847 1.0451 -0.35
C -2.19514 -1.36484 2.87753 -0.2396 0.2303 -0.1316 -0.25
C -1.98388 -2.34510 1.72336 1.8105 -0.3028 1.0534 0.17
C -0.47406 -2.39054 1.37266 0.2502 -0.1316 -0.3634 -1.16
N -2.76846 -2.06951 0.60062 -1.3922 1.5903 -1.9235 -0.68
H -1.30584 -0.00366 4.94582 0.0535 -0.0873 0.4619 0.23
H -1.46494 -1.54474 5.96266 0.1833 0.4460 0.6979 0.26
H -2.87714 -0.79284 5.17343 -0.4795 0.0731 0.2268 0.33
H -3.29965 -1.28072 3.03202 0.5000 -0.1021 0.2392 0.33
H -1.82328 -0.32671 2.70665 -0.1649 -0.4587 -0.5912 0.18
H -2.21264 -3.34792 2.13187 -0.1201 0.3506 -0.1938 0.28
H 0.01844 -1.42362 1.09798 -0.8266 -0.4961 0.3964 0.13
H -0.20452 -3.10256 0.55472 -0.5747 0.3265 0.6414 0.31
H -0.05927 -2.75257 2.30480 0.7546 -0.0225 0.0215 0.42
H -2.57663 -1.08882 0.33067 -0.0723 -0.7014 -0.1655 0.26
H -3.78108 -2.07574 0.76238 0.4897 -0.2234 0.2086 0.31
O 1.08776 1.12545 2.21549 -0.3839 0.0241 -0.3943 -0.58
H 1.10440 1.19242 3.16628 0.1327 0.0225 0.3922 0.28
H 1.99053 1.15714 1.90408 0.3329 0.0066 0.0570 0.25
O -0.74025 0.88956 0.03458 0.2703 0.5783 0.6023 -0.49
H -0.19138 1.25652 0.76210 -0.5423 -0.3874 -0.3131 0.30
H -0.06082 0.65035 -0.61343 0.0875 -0.2398 -0.1869 0.14
O -3.53884 1.63468 0.64471 -0.2596 -0.0030 0.4067 -0.62
H -3.43671 1.65151 1.60042 -0.3025 0.0880 0.1284 0.31
H -2.65603 1.37888 0.37567 0.6606 -0.1080 -0.5991 0.32
```
Forces are in eV/Å.

Summary:
Charge ... 0
SMILES ... COC[C@H](C)N.COC[C@H](C)N.O.O.O
Orbital gap ... 9.049 eV
ΔE to the lowest compared entry with this formula, charge and spin ... 85.46 kJ/mol
DFT total energy ... -21966.49655 eV
F_max ... 2.9 eV Å⁻¹